No. 1
C5H11NO | ωB97M-V/def2-TZVPD

Summary:
Multiplicity: 1
DFT total energy (eV): -8899.8078
Charge: 0
SMILES: CNCCCC=O
Energy above the lowest of the compared OMol25 structures with the same formula, charge and spin (kcal per mole): 43.6
Max |F| (eV/A): 2.239
Molar mass (Da): 101.149

Each line ends with the natural charge from an NBO analysis.
CARTESIAN COORDINATES (ANGSTROEM)
C  -1.809  0.188  -1.319  -0.42
N  -0.697  -0.758  -1.269  -0.64
C  -0.243  -1.150  0.076  -0.23
C  1.206  -0.740  0.310  -0.40
C  1.472  0.740  0.694  -0.53
C  0.349  1.285  1.523  0.45
O  -0.470  2.060  1.118  -0.51
H  -2.100  0.353  -2.358  0.19
H  -2.644  -0.165  -0.741  0.19
H  -1.484  1.193  -1.014  0.18
H  0.034  -0.411  -1.872  0.35
H  -0.231  -2.242  0.051  0.19
H  -1.015  -0.892  0.809  0.20
H  1.625  -1.349  1.129  0.20
H  1.762  -1.122  -0.535  0.22
H  1.516  1.283  -0.256  0.22
H  2.476  0.888  1.112  0.23
H  0.254  0.843  2.541  0.10

=====

No. 2
C5H11NO | ωB97M-V/def2-TZVPD

Summary:
Multiplicity: 1
DFT total energy (eV): -8895.9716
Charge: 0
Energy above the lowest of the compared OMol25 structures with the same formula, charge and spin (kcal per mole): 132.0
Max |F| (eV/A): 0.424
Molar mass (Da): 101.149

Each line ends with the natural charge from an NBO analysis.
CARTESIAN COORDINATES (ANGSTROEM)
C  2.966  0.439  -0.490  -0.24
O  1.871  0.807  0.306  -0.55
C  0.780  -0.038  0.110  -0.11
C  -0.355  0.051  1.147  -0.25
N  -1.128  -0.537  0.005  -0.46
C  -2.565  -0.756  -0.043  -0.40
C  -0.346  0.355  -0.905  -0.27
H  3.817  1.051  -0.175  0.18
H  2.775  0.628  -1.560  0.15
H  3.207  -0.627  -0.370  0.17
H  -0.227  -1.295  -0.092  0.40
H  -0.343  -0.572  2.047  0.19
H  -0.745  1.058  1.362  0.17
H  -3.115  0.180  0.100  0.21
H  -2.846  -1.461  0.744  0.21
H  -2.827  -1.179  -1.016  0.21
H  -0.735  1.381  -0.825  0.18
H  -0.324  0.011  -1.944  0.19

=====

No. 3
C5H11NO | ωB97M-V/def2-TZVPD

Summary:
Multiplicity: 1
DFT total energy (eV): -8898.5480
Charge: 0
SMILES: C/C=N/C=O.[H][H].C=C
Energy above the lowest of the compared OMol25 structures with the same formula, charge and spin (kcal per mole): 72.6
Max |F| (eV/A): 0.514
Molar mass (Da): 101.149

Each line ends with the natural charge from an NBO analysis.
CARTESIAN COORDINATES (ANGSTROEM)
C  0.939  1.322  1.776  -0.68
C  1.154  0.679  0.450  0.22
N  1.469  -0.549  0.332  -0.51
C  1.637  -1.008  -0.987  0.53
O  2.237  -0.423  -1.857  -0.55
H  -0.060  1.772  1.813  0.23
H  1.043  0.590  2.578  0.23
H  1.661  2.133  1.926  0.24
H  1.014  1.301  -0.443  0.17
H  1.184  -2.002  -1.143  0.12
H  -0.944  -2.380  1.532  -0.02
H  -0.349  -1.975  1.332  0.01
C  -1.790  -0.550  -1.389  -0.39
C  -1.867  0.730  -1.045  -0.40
H  -1.444  -0.857  -2.371  0.20
H  -2.072  -1.344  -0.704  0.20
H  -1.589  1.522  -1.733  0.20
H  -2.223  1.040  -0.067  0.19

=====

No. 4
C5H11NO | ωB97M-V/def2-TZVPD

Summary:
Multiplicity: 1
DFT total energy (eV): -8898.2624
Charge: 0
SMILES: C=NCCCCO
Energy above the lowest of the compared OMol25 structures with the same formula, charge and spin (kcal per mole): 79.2
Max |F| (eV/A): 4.778
Molar mass (Da): 101.149

Each line ends with the natural charge from an NBO analysis.
CARTESIAN COORDINATES (ANGSTROEM)
C  -0.449  -2.206  0.897  -0.08
N  -1.109  -1.623  -0.055  -0.39
C  -0.339  -1.211  -1.282  -0.24
C  -0.342  0.317  -1.454  -0.42
C  -0.366  1.142  -0.239  -0.47
C  0.660  1.022  0.993  -0.05
O  1.512  2.174  1.041  -0.75
H  -1.126  -2.751  1.673  0.17
H  0.582  -2.467  1.021  0.16
H  -0.789  -1.712  -2.158  0.21
H  0.750  -1.570  -1.231  0.16
H  -1.281  0.477  -1.968  0.22
H  0.526  0.535  -2.099  0.21
H  -1.204  1.316  0.399  0.23
H  -0.395  2.251  -0.445  0.23
H  1.183  0.136  1.047  0.16
H  0.190  1.105  1.907  0.18
H  2.236  2.260  0.432  0.47